Record 1
A molecular structure, C17H37InNOS. Source: OMol25; level of theory: ωB97M-V with the def2-TZVPD basis set.

## Properties
Charge: -1
Maximum force, eV/Å: 10.85
Highest occupied orbital energy, eV: -4.7
E, Eh: -1387.852001

Element x y z (Å)
In  -2.44087  -3.24077  -0.68134
S  1.26228  6.08983  3.83812
O  0.09116  5.29705  3.33774
N  -1.28110  -8.05782  0.98631
C  1.05384  0.44400  -3.00065
C  -2.33406  -5.23674  -1.74601
C  -2.69032  -1.44293  -2.03539
C  3.02839  2.34725  -0.21063
C  -0.99763  -6.93523  -0.02121
C  0.63155  7.30324  5.02237
C  1.40199  1.93444  -2.41117
C  2.86151  3.61110  0.82316
C  -4.96332  -3.11167  2.04041
C  2.12734  5.07067  5.05750
C  -2.46403  -6.46689  -0.62076
C  4.07163  3.76794  1.92270
C  -0.73080  -1.27494  -3.93180
C  1.50374  1.99359  -0.76775
C  -4.15231  -3.20878  0.86964
C  -2.28390  -1.69171  -3.60520
C  -0.40840  0.33748  -3.76216
H  3.91209  4.83109  2.43907
H  -0.85692  -3.03213  0.20740
H  2.82380  4.58902  0.17791
H  3.80494  2.53750  -1.08158
H  -2.95990  -7.43577  -1.09517
H  1.07126  -0.30373  -2.09683
H  1.90082  0.15039  -3.75360
H  2.36024  2.41085  -2.88872
H  1.46908  7.81856  5.49808
H  1.42251  4.71055  5.81090
H  0.01925  6.80505  5.77789
H  4.01815  2.98453  2.80164
H  -1.23232  -5.34716  -2.18688
H  -1.97958  -8.73616  0.60353
H  -0.46347  -1.60143  -5.03440
H  5.14785  3.78330  1.46292
H  -2.48268  -2.77997  -3.98999
H  -0.34321  0.83256  -4.84236
H  1.12812  0.97663  -0.32499
H  -5.36396  -2.85758  3.13602
H  -3.10563  -5.38299  -2.61556
H  0.02008  8.03008  4.48271
H  0.78355  2.86557  -0.39120
H  -0.25786  -7.32592  -0.84885
H  2.57451  4.21757  4.54257
H  -3.76393  -0.96033  -1.96890
H  1.86587  3.41780  1.43792
H  2.91557  5.66010  5.53214
H  -1.27509  0.92326  -3.20665
H  0.49043  2.63828  -2.70731
H  -1.76867  -7.62957  1.82882
H  -0.44271  -6.09623  0.58251
H  -3.14050  -6.15117  0.30106
H  -0.05722  -1.85251  -3.13698
H  3.38871  1.36333  0.35045
H  -1.94424  -0.60363  -1.63086
H  -2.96560  -0.97886  -4.27662

=====

Record 2
4 unconnected molecules or ions with the total composition C17H38BBrClN2O7S. Source: OMol25; level of theory: ωB97M-V with the def2-TZVPD basis set.

## Properties
Charge: -1
Maximum force, eV/Å: 2.73
Highest occupied orbital energy, eV: -5.6
Energy above the lowest of the compared OMol25 structures with the same formula, charge and spin, eV: 0.000
E, Eh: -4764.025810

Element x y z (Å)
Br  5.40027  -2.47759  -3.74502
Cl  0.00143  4.70249  -0.43872
S  1.73745  4.05601  -1.37975
O  0.12656  -3.16543  -0.66744
O  2.07984  5.01666  -2.36984
O  3.33650  0.43365  -1.13638
O  -9.64392  -0.40840  3.62252
O  2.67951  3.80250  -0.34684
O  -2.50129  0.89679  2.87524
O  -6.46191  0.18519  5.28249
N  3.63203  -0.65049  1.02734
N  0.50095  -0.86488  -0.88678
C  0.40597  -2.10462  -0.15963
C  1.01084  -1.10737  -2.25650
C  3.50317  0.37095  -3.72587
C  -1.50897  0.17054  0.23880
C  2.43057  -1.66315  -2.30625
C  3.27831  1.88889  -3.52656
C  3.43015  -0.11931  -0.00943
C  -0.89778  -0.39322  -1.03661
C  1.79429  2.29195  -3.49978
C  5.06431  -1.23966  -2.23098
C  1.23668  2.49126  -2.10216
C  -9.80216  -1.72653  4.14414
C  0.70282  -2.02753  1.32076
C  7.44216  -0.73570  -1.41320
C  -3.37065  1.51363  3.82380
C  -6.58140  -1.12425  5.82406
C  6.22335  -0.23792  -2.16696
B  3.59933  -0.49785  -2.33594
H  5.83590  0.67045  -1.70206
H  -1.53143  -1.18239  -1.45427
H  -5.80355  -1.25769  6.57160
H  -2.00276  0.22017  3.33943
H  2.50238  -2.23224  -3.23093
H  1.23131  1.55922  -4.06715
H  8.17905  0.06140  -1.33525
H  6.50967  0.03957  -3.17703
H  -6.45507  -1.87154  5.03521
H  -2.55766  0.37696  0.04380
H  2.66694  0.00141  -4.32543
H  0.15186  2.55230  -2.18118
H  1.18623  -1.08669  1.54300
H  -0.24188  -2.03538  1.86204
H  0.89300  -0.19328  -2.82986
H  7.21531  -1.05239  -0.39890
H  -10.78643  -1.84413  4.60462
H  -7.55837  -1.24563  6.29956
H  -10.31791  -0.27256  2.95340
H  1.44676  1.69560  -1.39356
H  1.69489  3.23861  -4.02646
H  4.37806  0.26370  -4.36013
H  -1.48919  -0.51921  1.06659
H  -0.89976  0.40066  -1.77829
H  -1.04120  1.11470  0.48178
H  -2.79071  1.97623  4.62764
H  -9.67334  -2.46895  3.35270
H  2.60465  -2.39677  -1.51844
H  7.89756  -1.56537  -1.94637
H  1.28057  -2.88059  1.64520
H  -7.15629  0.28979  4.62361
H  0.34626  -1.84342  -2.72751
H  -3.94132  2.28272  3.30942
H  -4.06176  0.78047  4.24517
H  3.69903  2.39469  -4.39690
H  -9.03902  -1.87579  4.89932
H  3.82061  2.29605  -2.67808
H  5.15693  -1.86976  -1.35024

=====

Record 3
A molecular structure, C17H38N4O3SSi2. Source: OMol25; level of theory: ωB97M-V with the def2-TZVPD basis set.

## Properties
Maximum force, eV/Å: 2.61
Highest occupied orbital energy, eV: -8.8
E, Eh: -2092.517815

Element x y z (Å)
S  3.46930  -3.86989  -2.34639
Si  5.33123  -1.11260  -3.35783
Si  2.94212  -1.83596  -1.93165
O  1.30854  -1.57564  -2.21118
O  3.75104  -0.73315  -2.85241
O  -2.42411  -1.18133  2.22087
N  -5.95876  1.32976  4.40968
N  -0.89100  0.39605  -0.05560
N  4.02003  -0.51340  -5.43004
N  1.75216  -1.23465  2.79204
C  -6.04570  4.74056  3.79384
C  3.00965  -0.62868  -5.97735
C  -7.05896  3.59594  3.68415
C  3.14673  -3.13776  3.94191
C  4.63689  -2.98538  3.61267
C  2.36454  -2.07083  3.29695
C  1.09515  1.65457  -6.19553
C  4.91003  -3.06800  2.11703
C  0.67091  -1.19235  -0.97528
C  -3.44753  1.02638  2.62754
C  1.27085  0.56756  -7.25049
C  -2.28745  0.42038  0.42578
C  -2.31683  0.22113  1.95669
C  -5.52447  4.93728  5.21291
C  -6.44492  2.32379  4.08726
C  -0.68545  -0.51490  -1.20663
C  1.71743  -0.77221  -6.65453
H  0.36226  1.35665  -5.44333
H  2.00060  0.90155  -7.99092
H  -2.68410  1.42885  0.24132
H  2.03522  1.87595  -5.68807
H  5.19686  -3.76812  4.12804
H  -3.29813  0.92080  3.70265
H  -7.41301  3.50185  2.65718
H  0.98337  -1.13407  -5.93210
H  1.81755  -1.52249  -7.43934
H  4.56090  -4.01831  1.70699
H  -6.34240  5.14237  5.90663
H  3.22126  -1.58936  -0.50788
H  -6.51934  5.66381  3.45474
H  -3.29566  -1.45339  1.91607
H  -0.60686  0.08642  -2.11942
H  0.53189  -2.02820  -0.27835
H  4.40968  -2.25936  1.58216
H  -4.83124  5.77773  5.25015
H  2.77492  -4.10232  3.59322
H  6.29315  -0.90713  -2.24115
H  0.32550  0.42110  -7.77601
H  -0.37031  -0.05099  0.69718
H  -4.43826  0.72197  2.29388
H  -1.48634  -1.25661  -1.31047
H  -7.92258  3.78643  4.32296
H  -4.98734  4.05633  5.56726
H  0.74909  2.57955  -6.65731
H  5.00298  -2.02924  3.99182
H  -3.22795  2.07561  2.39625
H  2.98850  -3.08476  5.01925
H  5.47033  -2.46578  -3.92080
H  -1.39068  0.55122  2.43560
H  5.78911  -0.18157  -4.37393
H  -5.20281  4.54890  3.12671
H  -2.94098  -0.31471  -0.05818
H  1.29533  -0.42383  -0.50272
H  2.86068  -4.60983  -1.39716
H  5.97736  -2.98369  1.91266